<w>
Density functional theory data (wB97M-V/def2-TZVPD) for a cluster of 2 separate species, C2H7Cl3Si2 in total.

```
! RIJCOSX wB97M-V def2-TZVPD def2/J DEFGRID3
* xyz 0 1
C -0.16 -1.24 0.16
C 0.50 0.11 -0.14
Si -0.72 1.55 -0.13
Si -4.15 0.10 -0.06
Cl -4.14 -1.66 1.00
Cl -4.87 -0.36 -1.92
Cl -5.54 1.31 0.84
H -0.73 -1.19 1.09
H -0.85 -1.51 -0.64
H 0.59 -2.02 0.25
H 1.01 0.04 -1.11
H 1.28 0.29 0.60
H -0.89 2.20 1.16
H -0.71 2.43 -1.29
*
```

As for the frontier orbital gap (alpha / beta): 6.9 / 6.3 eV. The HOMO energy (alpha / beta) comes out at -0.2986 / -0.2895 hartree.

Atomic partial charges in e from the Löwdin method, atoms 1 to 5: -0.20, -0.45, 0.79, -0.73, 0.16

=====

<x>
Density functional theory data (wB97M-V/def2-TZVPD) for a cluster of 2 separate species, C2H7Cl3Si2 in total.

```
! RIJCOSX wB97M-V def2-TZVPD def2/J DEFGRID3
* xyz 0 1
C -1.81 -0.59 0.29
C -1.01 -1.11 -0.92
Si 0.94 -1.19 -0.57
Si 1.52 1.93 0.71
Cl 2.97 1.81 2.25
Cl 0.00 2.89 1.69
Cl 2.19 3.31 -0.70
H -1.53 -1.16 1.21
H -1.51 0.49 0.62
H -2.80 -0.51 0.02
H -0.95 -0.45 -1.70
H -1.25 -2.09 -1.19
H 1.84 -1.77 0.36
H 1.39 -1.54 -2.08
*
```

As for the frontier orbital gap: 7.2 eV. The HOMO energy comes out at -0.3131 hartree.

Atomic partial charges in e from the Löwdin method, atoms 1 to 5: -0.18, -0.40, 0.80, -0.66, 0.10

=====

Q: Which of them is the most stable? A: <w>.

=====

<w>
Density functional theory data (wB97M-V/def2-TZVPD) for a structure of composition C3H4F3N3.

```
! RIJCOSX wB97M-V def2-TZVPD def2/J DEFGRID3
* xyz 0 1
C 2.26 -0.76 0.11
C 0.15 0.85 0.63
C -0.57 -0.25 -0.24
N 2.73 -1.80 0.09
N 1.49 0.95 0.26
N -1.95 -0.44 0.24
F 1.67 1.21 -1.11
F -2.54 0.80 -0.17
F -2.66 -1.40 -0.45
H 0.24 0.51 1.76
H -0.24 1.75 0.38
H -0.38 -0.09 -1.33
H -0.19 -1.33 -0.18
*
```

As for the frontier orbital gap: 10.3 eV. The HOMO energy comes out at -0.4202 hartree.

Atomic partial charges in e from the Löwdin method, atoms 1 to 5: -0.11, -0.18, -0.16, 0.09, 0.01

=====

<x>
Density functional theory data (wB97M-V/def2-TZVPD) for an isolated molecule of C3H4F3N3.

```
! RIJCOSX wB97M-V def2-TZVPD def2/J DEFGRID3
* xyz 0 1
C -1.42 -0.17 0.70
C 0.38 0.27 -0.84
C 1.58 0.19 -0.02
N -1.20 -1.64 0.39
N -0.49 -2.01 -0.45
N -0.81 0.71 -0.28
F 2.18 1.40 0.26
F 1.46 -0.38 1.13
F 2.51 -0.47 -0.71
H -2.47 0.21 0.83
H -0.91 0.01 1.77
H 0.66 0.88 -1.79
H -1.47 1.02 -1.00
*
```

As for the frontier orbital gap (alpha / beta): 8.5 / 8.5 eV. The HOMO energy (alpha / beta) comes out at -0.3073 / -0.3094 hartree.

Atomic partial charges in e from the Löwdin method, atoms 1 to 5: -0.22, -0.08, -0.71, -0.07, 0.15

=====

Q: Which of them is the most stable? A: <x>.

=====

<w>
Density functional theory data (wB97M-V/def2-TZVPD) for a structure of composition C30H21BBr3F8InN3OP.

```
! RIJCOSX wB97M-V def2-TZVPD def2/J DEFGRID3
* xyz 0 1
In -0.03 -1.01 -0.65
Br -2.62 2.31 1.04
C -1.54 2.65 2.59
Br 0.35 2.38 2.28
H -1.84 1.94 3.35
H -1.67 3.68 2.87
C -5.42 -2.77 -1.35
C -4.14 -3.29 -1.44
C -3.04 -2.45 -1.48
C -3.27 -1.07 -1.45
C -4.54 -0.53 -1.38
C -5.62 -1.39 -1.32
N -2.13 -0.23 -1.44
N -2.21 0.86 -2.01
C -1.04 1.66 -1.87
C -1.10 2.92 -2.45
C -0.03 3.77 -2.28
C 1.07 3.34 -1.55
C 1.05 2.06 -1.02
N 0.02 1.23 -1.19
H -6.27 -3.43 -1.30
H -3.99 -4.36 -1.47
H -2.02 -2.81 -1.59
H -4.67 0.54 -1.33
H -6.63 -0.99 -1.23
H -1.99 3.20 -2.99
H -0.04 4.77 -2.71
H 1.92 3.98 -1.38
H 1.88 1.69 -0.45
F 7.53 -2.73 -0.34
C 6.27 -2.47 -0.01
C 5.78 -2.87 1.22
F 6.57 -3.50 2.08
C 4.46 -2.59 1.54
F 4.05 -2.98 2.75
C 3.59 -1.93 0.67
P 1.85 -1.70 1.21
C 1.30 -3.39 1.58
C 0.86 -4.16 0.50
C 0.44 -5.46 0.73
C 0.44 -5.99 2.01
C 0.87 -5.22 3.08
C 1.31 -3.92 2.87
C 2.02 -0.79 2.76
C 1.02 -0.88 3.73
C 1.09 -0.11 4.88
C 2.14 0.77 5.07
C 3.13 0.88 4.10
C 3.07 0.11 2.95
C 4.12 -1.53 -0.56
Br 3.13 -0.60 -1.86
C 5.44 -1.80 -0.89
F 5.95 -1.42 -2.06
H 0.82 -3.73 -0.51
H 0.10 -6.05 -0.11
H 0.09 -7.00 2.18
H 0.87 -5.63 4.08
H 1.65 -3.33 3.71
H 0.18 -1.56 3.59
H 0.30 -0.20 5.62
H 2.19 1.37 5.97
H 3.95 1.57 4.24
H 3.85 0.21 2.20
F -3.45 -1.31 1.89
B -2.16 -1.35 2.34
F -1.28 -1.30 1.10
F -1.82 -0.22 3.08
F -1.81 -2.51 2.99
O 0.18 -2.35 -1.99
*
```

As for the frontier orbital gap: 6.2 eV. The HOMO energy comes out at -0.2845 hartree.

Atomic partial charges in e from the Löwdin method, atoms 1 to 5: 0.60, 0.70, -1.00, 0.72, -0.01

=====

<x>
Density functional theory data (wB97M-V/def2-TZVPD) for a structure of composition C30H21BBr3F8InN3OP.

```
! RIJCOSX wB97M-V def2-TZVPD def2/J DEFGRID3
* xyz 0 1
In 0.01 0.03 0.03
Br 1.93 0.08 1.86
C 0.88 1.41 2.89
Br -0.87 1.77 1.88
H 1.46 2.33 2.98
H 0.64 1.01 3.86
C -4.31 -0.31 3.79
C -3.72 -1.56 3.96
C -2.61 -1.93 3.21
C -2.06 -1.06 2.28
C -2.68 0.22 2.12
C -3.78 0.58 2.87
N -0.87 -1.38 1.49
N -0.35 -2.51 1.71
C 0.81 -2.76 0.91
C 1.48 -3.96 1.05
C 2.63 -4.18 0.29
C 3.08 -3.21 -0.58
C 2.36 -2.02 -0.67
N 1.24 -1.79 0.07
H -5.17 -0.04 4.37
H -4.13 -2.26 4.68
H -2.17 -2.90 3.37
H -2.27 0.93 1.37
H -4.23 1.56 2.73
H 1.11 -4.70 1.74
H 3.17 -5.12 0.39
H 3.97 -3.36 -1.18
H 2.67 -1.13 -1.40
F 0.85 3.80 -6.20
C 1.10 2.97 -5.19
C 2.30 2.28 -5.13
F 3.21 2.46 -6.08
C 2.55 1.43 -4.08
F 3.74 0.82 -4.05
C 1.63 1.22 -3.07
P 1.90 0.05 -1.66
C 2.17 -1.66 -2.64
C 3.37 -2.06 -3.25
C 3.45 -3.25 -3.94
C 2.34 -4.08 -4.05
C 1.15 -3.70 -3.45
C 1.05 -2.50 -2.76
C 3.52 0.65 -0.97
C 4.53 -0.15 -0.42
C 5.68 0.41 0.12
C 5.84 1.79 0.16
C 4.83 2.60 -0.34
C 3.69 2.04 -0.89
C 0.42 1.94 -3.13
Br -0.89 1.79 -1.77
C 0.16 2.80 -4.19
F -0.98 3.48 -4.25
H 4.26 -1.44 -3.20
H 4.39 -3.54 -4.41
H 2.41 -5.01 -4.59
H 0.27 -4.33 -3.53
H 0.10 -2.21 -2.29
H 4.44 -1.22 -0.40
H 6.45 -0.23 0.52
H 6.73 2.23 0.58
H 4.93 3.68 -0.30
H 2.91 2.71 -1.24
F -3.96 -0.58 -1.62
B -3.73 -0.08 -0.35
F -2.24 0.04 -0.18
F -4.26 1.21 -0.23
F -4.30 -0.94 0.58
O -0.69 -1.22 -1.27
*
```

As for the frontier orbital gap (alpha / beta): 5.1 / 5.1 eV. The HOMO energy (alpha / beta) comes out at -0.2416 / -0.2424 hartree.

Atomic partial charges in e from the Löwdin method, atoms 1 to 5: 0.00, 0.95, -0.67, 1.02, 0.01

=====

<y>
Density functional theory data (wB97M-V/def2-TZVPD) for a structure of composition C30H21BBr3F8InN3OP.

```
! RIJCOSX wB97M-V def2-TZVPD def2/J DEFGRID3
* xyz 0 1
In -0.13 -0.06 0.01
Br -0.94 -2.73 -0.07
C -2.70 -2.27 0.68
Br -2.72 -0.28 1.00
H -2.84 -2.77 1.63
H -3.47 -2.54 -0.03
C 4.71 0.52 3.58
C 5.06 -0.49 2.61
C 4.22 -0.86 1.64
C 2.92 -0.28 1.49
C 2.47 0.71 2.39
C 3.52 1.14 3.56
N 2.04 -0.64 0.49
N 2.49 -1.49 -0.36
C 1.64 -1.93 -1.44
C 2.25 -2.85 -2.29
C 1.57 -3.33 -3.39
C 0.28 -2.88 -3.63
C -0.27 -1.98 -2.75
N 0.36 -1.51 -1.67
H 5.43 0.79 4.34
H 6.03 -0.96 2.67
H 4.54 -1.61 0.94
H 1.51 1.18 2.25
H 3.28 1.90 4.28
H 3.26 -3.16 -2.09
H 2.04 -4.04 -4.06
H -0.29 -3.22 -4.49
H -1.28 -1.59 -2.90
F -2.50 6.84 2.05
C -1.83 5.87 1.43
C -0.88 6.18 0.49
F -0.62 7.46 0.20
C -0.18 5.17 -0.16
F 0.75 5.54 -1.04
C -0.42 3.83 0.10
P 0.50 2.33 -0.82
C 0.10 2.72 -2.58
C 0.74 3.71 -3.32
C 0.38 3.96 -4.64
C -0.64 3.23 -5.23
C -1.29 2.24 -4.50
C -0.92 1.99 -3.19
C 2.25 2.76 -0.57
C 3.19 2.51 -1.56
C 4.53 2.78 -1.35
C 4.96 3.29 -0.12
C 4.04 3.50 0.89
C 2.69 3.23 0.66
C -1.38 3.56 1.09
Br -1.66 1.71 1.57
C -2.08 4.55 1.74
F -2.99 4.25 2.68
H 1.53 4.30 -2.88
H 0.89 4.73 -5.19
H -0.92 3.43 -6.26
H -2.08 1.66 -4.96
H -1.44 1.21 -2.65
H 2.89 2.08 -2.51
H 5.25 2.59 -2.13
H 6.01 3.49 0.05
H 4.36 3.87 1.85
H 2.00 3.38 1.48
F 2.11 -1.76 3.34
B 1.16 -0.78 3.43
F 0.57 -0.54 2.14
F 0.21 -1.15 4.34
F 1.80 0.54 3.93
O 0.92 0.69 -1.53
*
```

As for the frontier orbital gap: 5.4 eV. The HOMO energy comes out at -0.2493 hartree.

Atomic partial charges in e from the Löwdin method, atoms 1 to 5: 0.38, 0.97, -0.77, 0.61, 0.01

=====

Q: Which of them is the most stable? A: <w>.

=====

<w>
Density functional theory data (wB97M-V/def2-TZVPD) for a cluster of 3 separate species, CH10N2O2 in total.

```
! RIJCOSX wB97M-V def2-TZVPD def2/J DEFGRID3
* xyz 0 1
N 0.45 0.87 1.86
C 0.72 0.30 0.62
N -0.32 -0.07 -0.42
H -0.09 1.71 1.99
H 0.50 0.26 2.63
H 1.48 0.74 0.09
H 1.20 -0.59 0.93
H -0.72 0.72 -0.57
H -0.94 -0.76 -0.02
O 0.96 4.71 -0.93
H 0.76 3.71 -0.87
H 0.23 5.26 -1.19
O -1.53 -5.31 -1.62
H -0.69 -5.44 -1.20
H -2.01 -6.10 -1.32
*
```

As for the frontier orbital gap: 9.8 eV. The HOMO energy comes out at -0.3346 hartree. As for the SMILES: NCN.O.O.

Atomic partial charges in e from the Löwdin method, atoms 1 to 5: 0.01, -0.36, 0.05, 0.07, 0.05

=====

<x>
Density functional theory data (wB97M-V/def2-TZVPD) for a cluster of 3 separate species, CH10N2O2 in total.

```
! RIJCOSX wB97M-V def2-TZVPD def2/J DEFGRID3
* xyz 0 1
N -1.31 1.77 -0.65
C -0.23 0.79 -0.63
N 0.33 0.41 0.67
H -2.15 1.35 -0.15
H -1.01 2.51 -0.02
H -0.66 -0.05 -1.12
H 0.57 1.24 -1.31
H 1.08 1.03 1.01
H 0.71 -0.54 0.50
O 2.94 -1.75 -1.08
H 2.35 -2.43 -0.81
H 3.61 -2.36 -1.45
O -2.11 -0.92 1.47
H -2.85 -0.58 1.94
H -1.29 -0.46 1.63
*
```

As for the frontier orbital gap: 10.4 eV. The HOMO energy comes out at -0.3574 hartree. As for the SMILES: NCN.O.O.

Atomic partial charges in e from the Löwdin method, atoms 1 to 5: -0.02, -0.38, -0.02, 0.08, 0.05

=====

Q: Which of them is the most stable? A: <x>.